53
Properties=species:S:1:pos:R:3:forces:R:3:nbo_charge:R:1 method="wB97M-V/def2-TZVPD" lumo_energy_ev=-3.2 charge=+1 spin_multiplicity=1 relative_energy_ev=3.461 molar_mass_g_mol=820.34 orbital_gap_ev=9.001 fmax_ha_per_bohr=0.0843
C -0.228 -4.309 -1.927 1.10 -1.03 0.11 -0.655
C -0.433 -3.587 -0.517 0.21 -0.88 -0.03 -0.484
C -1.061 -2.117 -0.525 -1.47 -2.45 0.66 -0.155
I -2.464 -2.175 -2.209 0.17 0.64 0.53 0.232
N -0.066 -0.949 -0.512 0.40 -1.06 -0.46 -0.344
C 0.893 -1.176 -1.638 2.24 0.09 -3.13 -0.347
C 1.959 -0.031 -1.916 1.88 -0.28 -1.40 0.038
N 2.905 -0.336 -2.773 -2.27 0.72 2.18 -0.565
C 0.815 -1.073 0.750 2.12 -0.27 3.77 0.089
N 0.218 -1.804 1.869 0.17 -0.19 -1.01 -0.846
C 1.370 0.310 1.331 1.87 0.92 0.93 0.037
C 2.994 0.384 1.252 -0.38 0.38 0.10 -0.242
Br 3.586 -0.645 2.889 -0.44 0.10 -0.93 0.018
C 3.560 1.857 1.452 0.34 -0.26 1.99 -0.288
C 5.032 1.928 2.098 0.22 1.21 -0.84 -0.646
Br 3.584 2.979 -0.176 -0.29 -0.76 0.35 0.035
O 0.809 1.516 0.758 -1.56 -1.50 0.59 -0.530
C -0.585 1.315 0.707 0.15 1.35 -0.18 0.634
F -1.181 0.809 1.917 1.75 -0.18 -2.06 -0.357
Cl -1.355 2.951 0.621 1.00 -1.06 -0.39 0.071
C -0.869 0.324 -0.554 -2.95 1.10 2.12 -0.267
C -1.028 1.170 -1.853 -0.99 2.10 -3.57 0.995
F -0.968 0.574 -3.112 0.49 -0.05 2.50 -0.312
F -2.364 1.661 -1.880 3.01 -0.55 0.75 -0.317
F -0.100 2.231 -2.007 -2.14 -2.15 1.08 -0.311
H 0.166 -3.634 -2.757 -0.82 -0.90 1.10 0.219
H -1.125 -4.934 -2.266 1.18 1.31 0.43 0.246
H 0.606 -5.085 -1.767 -1.16 1.08 -0.19 0.236
H -1.163 -4.245 0.075 0.97 1.18 -0.74 0.266
H 0.560 -3.683 0.041 -1.38 0.54 -0.66 0.221
H -1.789 -2.065 0.357 1.56 0.54 -1.14 0.279
H 0.397 -1.383 -2.652 0.08 0.67 1.76 0.301
H 1.548 -2.111 -1.529 -1.32 1.26 0.57 0.285
H 1.988 0.999 -1.448 -0.67 -1.26 -0.18 0.227
H 3.534 0.475 -2.875 -0.30 -0.38 -0.01 0.365
H 1.778 -1.658 0.536 -1.75 0.86 -0.62 0.262
H 0.773 -2.632 2.109 -0.50 0.58 -0.08 0.400
H -0.007 -1.263 2.698 0.07 0.01 -0.40 0.405
H 1.212 0.433 2.463 -0.27 -0.75 -1.74 0.239
H 3.430 -0.200 0.392 -0.42 0.93 0.83 0.243
H 2.872 2.375 2.210 0.82 -0.62 -1.34 0.239
H 5.403 2.993 1.880 -0.53 -1.53 0.37 0.243
H 5.037 1.830 3.227 -0.12 -0.26 -1.53 0.243
H 5.774 1.243 1.572 -1.09 0.67 0.86 0.231
H -1.942 0.010 -0.265 1.44 0.43 -0.98 0.343
Br -4.016 1.033 1.085 -0.54 -0.29 0.17 -0.030
C -5.484 1.905 0.143 0.10 -0.05 -0.34 -0.434
C -5.606 3.354 0.544 -0.26 0.12 0.20 -0.458
Br -6.441 3.536 2.295 0.15 0.00 -0.07 0.006
H -6.382 1.324 0.348 0.11 0.13 0.05 0.242
H -5.234 1.819 -0.915 0.00 0.05 0.09 0.231
H -6.264 3.887 -0.142 0.08 -0.13 -0.01 0.241
H -4.647 3.869 0.594 -0.09 -0.14 -0.05 0.229